Molecular formula: C19H22BrF6N5O3PPb
Method: DFT, ωB97M-V/def2-TZVPD

Atoms and positions in Å:
Pb: -0.40689 0.42159 0.14397
C: -1.27644 -2.43480 1.08507
C: -0.82942 -2.57534 -0.36806
N: -1.20107 -1.38134 -1.15512
C: -2.61561 -1.27855 -1.54302
C: -3.41850 -0.31923 -0.67770
C: -4.79742 -0.22940 -0.76548
C: -5.45030 0.69419 0.03704
C: -4.72260 1.49727 0.90604
C: -3.34812 1.35549 0.93975
C: -2.46382 2.21094 1.82238
N: -1.14511 1.60405 2.07133
C: -1.05205 0.69962 3.23394
C: -1.46111 -0.72147 2.85415
N: -0.66755 -1.24708 1.71809
N: -2.74120 0.46104 0.15927
H: -1.02069 -3.33264 1.64866
H: -2.35994 -2.31550 1.13729
H: -1.25800 -3.47617 -0.80906
H: 0.25784 -2.66969 -0.42108
H: -0.57477 -1.34972 -1.97452
H: -3.08608 -2.26451 -1.51037
H: -2.66550 -0.93785 -2.57855
H: -5.34567 -0.86566 -1.44694
H: -6.52717 0.78582 -0.00980
H: -5.21505 2.21487 1.54782
H: -2.97591 2.40213 2.76840
H: -2.30853 3.17203 1.32962
H: -0.44013 2.33104 2.15675
H: -1.68070 1.05883 4.05027
H: -0.02190 0.71051 3.57566
H: -2.50903 -0.76038 2.55603
H: -1.34001 -1.37561 3.71906
H: 0.28628 -1.43734 2.03981
Br: 6.49477 1.50387 -1.16061
C: 5.33038 0.59087 -2.22983
C: 5.76534 0.08439 -3.48321
C: 4.87583 -0.60555 -4.26001
C: 3.56066 -0.80883 -3.80568
C: 3.12582 -0.30324 -2.57026
C: 3.99612 0.39604 -1.77800
C: 1.70086 -0.56408 -2.11926
O: 0.96525 -1.28660 -2.78237
O: 1.41935 0.02336 -1.01837
H: 6.78644 0.25359 -3.79624
H: 5.17532 -1.00018 -5.22087
H: 2.85470 -1.36694 -4.40812
H: 3.69040 0.78490 -0.81323
F: 1.46888 1.08085 1.33687
P: 2.87489 0.46524 2.28005
F: 2.22458 1.26957 3.49402
F: 1.89934 -0.80754 2.65631
F: 3.63751 1.75600 1.77057
F: 4.05859 -0.09781 3.12052
F: 3.28150 -0.32133 0.94369
O: 1.26423 3.29370 -2.06976
C: 0.42414 2.76576 -1.46633
N: -0.49266 2.24679 -0.86059

Cartesian forces (eV/Å) of the 6 atoms listed first:
0.0 0.1 -0.2
0.0 0.0 -0.2
0.0 0.1 0.1
-0.1 0.0 0.2
0.0 0.0 0.1
0.0 0.0 -0.1

Its LUMO energy (spin up / spin down) is -7.1 / -9.6 eV. The value obtained for the electronic energy is -134527.887 eV. The HOMO energy (spin up / spin down) is -15.9 / -15.9 eV. The spin multiplicity is 2. The value obtained for the relative energy (zero: lowest compared OMol25 entry of this formula, charge and spin) is 0.000 eV. The total charge is +2.

---

Molecular formula: C3H8OS2
Method: DFT, ωB97M-V/def2-TZVPD

Atoms and positions in Å:
C: -1.02422 -0.05384 -0.20115
C: -2.08249 -1.09567 -0.57544
O: -3.39929 -0.73076 -0.14008
C: 0.10460 0.05993 -1.23501
S: 1.78072 0.43755 -0.66006
S: 1.74820 0.49648 1.58608
H: -0.59465 -0.35900 0.75674
H: -1.48257 0.92587 -0.10895
H: -2.20184 -1.08714 -1.65801
H: -1.74590 -2.07664 -0.22853
H: -3.32284 -0.63391 0.81473
H: -0.18192 0.74234 -2.04495
H: 0.07179 -0.85645 -1.83102
H: 1.92498 1.80923 1.63510

Cartesian forces (eV/Å) of the 6 atoms listed first:
0.3 -0.2 0.2
0.1 1.2 -0.9
0.3 -0.5 0.6
-0.6 -0.5 -1.0
0.2 -0.2 -2.6
0.1 -0.2 2.6

Its LUMO energy (spin up / spin down) is 3.5 / 3.4 eV. The value obtained for the electronic energy is -26958.066 eV. The HOMO energy (spin up / spin down) is -0.4 / -3.5 eV. The spin multiplicity is 2. The value obtained for the relative energy (zero: lowest compared OMol25 entry of this formula, charge and spin) is 0.000 eV. The total charge is -1.